101
Properties=species:S:1:pos:R:3 method="wB97M-V/def2-TZVPD" e_homo_ev="-10.70 / -10.69" charge=+1 de_lowest_kcal_mol=0.00 orbital_gap_ha="0.303 / 0.306" lumo_energy_ev="-2.449 / -2.376" e_tot_ev=-111682.6968 spin_multiplicity=3
Pr -0.3623 -0.3997 -0.7526
O -0.6168 -6.6092 -0.9954
C -0.7872 -5.2828 -0.9963
C -1.2441 -4.5823 0.1273
C -1.3986 -3.2203 0.0178
N -1.1423 -2.5751 -1.1208
C -0.6087 -3.2206 -2.1636
C -0.4299 -4.5832 -2.1530
C -0.0803 -2.2334 -3.2241
O -0.1344 -2.4846 -4.4013
O 0.3872 -1.1623 -2.6509
C -1.5948 -2.2404 1.1753
O -1.4394 -2.6542 2.3245
O -1.7856 -1.0303 0.8204
H -0.8926 -6.9984 -0.1589
H -1.4512 -5.0869 1.0631
H 0.0027 -5.0999 -2.9985
O -0.1982 3.5625 -0.7500
C -0.9316 4.2174 -1.7105
C -0.7228 5.5295 -2.1101
C -1.5260 6.0675 -3.1031
C -2.5172 5.3109 -3.7119
C -2.6684 3.9794 -3.3656
C -1.8777 3.4261 -2.3651
P -1.8177 1.6260 -2.0653
C -1.4582 1.1264 -3.7900
C -0.1395 1.3305 -4.2000
C 0.2362 1.0433 -5.4983
C -0.7000 0.5421 -6.3917
C -2.0102 0.3397 -5.9899
C -2.3965 0.6373 -4.6904
C -3.5113 1.0601 -1.7370
C -4.5243 1.8762 -1.2482
C -5.7246 1.3093 -0.8411
C -5.9100 -0.0630 -0.9145
C -4.8987 -0.8826 -1.3986
C -3.6983 -0.3247 -1.8011
C 0.1399 4.1135 0.4596
C -0.2193 5.3796 0.8999
C 0.1933 5.8076 2.1528
C 0.9337 4.9798 2.9802
C 1.2286 3.6926 2.5655
C 0.8432 3.2476 1.3061
P 1.0752 1.5097 0.7772
C 2.8720 1.2867 0.5306
C 3.8346 1.6159 1.4836
C 5.1588 1.2596 1.2871
C 5.5402 0.6136 0.1189
C 4.6050 0.3505 -0.8675
C 3.2750 0.6769 -0.6581
C 0.6716 0.7059 2.3868
C -0.6568 0.8402 2.7962
C -1.0909 0.2770 3.9824
C -0.1979 -0.4211 4.7810
C 1.1253 -0.5496 4.3898
C 1.5610 -0.0001 3.1908
H 0.0746 6.1169 -1.6775
H -1.3601 7.0906 -3.4137
H -3.1442 5.7481 -4.4769
H -3.3885 3.3564 -3.8822
H 0.5870 1.7224 -3.4934
H 1.2617 1.1905 -5.8101
H -0.4006 0.3023 -7.4031
H -2.7359 -0.0558 -6.6883
H -3.4229 0.4786 -4.3819
H -4.3745 2.9470 -1.1854
H -6.5144 1.9415 -0.4573
H -6.8450 -0.5007 -0.5907
H -5.0455 -1.9533 -1.4595
H -2.9085 -0.9558 -2.1987
H -0.8347 6.0299 0.2982
H -0.0917 6.7947 2.4914
H 1.2471 5.3212 3.9574
H 1.7258 3.0087 3.2407
H 3.5454 2.1462 2.3809
H 5.8929 1.4784 2.0519
H 6.5727 0.3240 -0.0258
H 4.9020 -0.1264 -1.7920
H 2.5443 0.4520 -1.4287
H -1.3540 1.3993 2.1806
H -2.1272 0.3706 4.2783
H -0.5344 -0.8652 5.7095
H 1.8359 -1.0714 5.0208
H 2.5897 -0.1258 2.8831
C 0.4504 -4.2943 4.7601
C 1.5179 -4.0774 3.7384
C 2.7853 -4.5889 3.8252
C 3.6888 -4.2851 2.7915
N 3.3493 -3.5122 1.7710
C 2.1080 -3.0272 1.6893
S 1.6811 -2.0532 0.3774
N 1.2070 -3.3165 2.6710
C 5.0736 -4.8416 2.7906
H 0.3017 -5.3596 4.9338
H -0.4882 -3.8411 4.4457
H 0.7546 -3.8520 5.7096
H 3.0779 -5.2079 4.6606
H 0.2401 -2.9596 2.5872
H 5.4578 -4.9481 3.8038
H 5.7209 -4.2048 2.1935
H 5.0577 -5.8321 2.3299